# 1
14
Properties=species:S:1:pos:R:3 method="wB97M-V/def2-TZVPD" fmax_ev_per_a=4.6 homo_energy_ev=-14.30 gap_ev=8.826 charge=+1 energy_ha=-320.23101 relative_energy_kcal_mol=58.7
C -1.2256 -0.2451 0.3696
C 1.0887 -0.2690 1.3356
N -1.8736 0.2839 -0.7326
N -1.6645 -0.6869 1.4587
N 0.2115 0.0143 0.4061
O 1.9646 0.4414 -1.5058
H 0.7064 -0.7477 2.1874
H 2.0280 0.1117 1.0680
H -2.8130 0.2028 -0.8177
H -1.3885 0.5547 -1.5819
H -2.5838 -0.9321 1.4787
H 2.5564 1.0647 -1.8903
H 0.5252 0.5801 -0.3396
H 2.4682 -0.3727 -1.4362

---

# 2
82
Properties=species:S:1:pos:R:3 method="wB97M-V/def2-TZVPD" fmax_ev_per_a=2.7 homo_energy_ev="-7.65 / -7.67" gap_ev="6.083 / 6.615" multiplicity=2 charge=0 s_squared=0.787 energy_ha=-2711.22665 relative_energy_kcal_mol=5.1
Ru -0.1720 0.3949 -0.3103
C 1.6447 0.9157 3.2115
C 0.7167 -0.2494 3.0644
C 0.5405 -1.1744 4.0899
C -0.3322 -2.2390 3.8922
C -1.0459 -2.3276 2.7180
C -0.8727 -1.3278 1.7404
N 0.0371 -0.3446 1.9352
N -1.5358 -1.2059 0.5875
Si -3.1733 -1.6146 0.2579
C -3.5796 -0.4958 -1.2358
C -4.1935 -1.1328 1.8088
C -3.5236 -3.4484 -0.1683
H 1.1643 1.6927 3.8083
H 1.8657 1.3229 2.2250
H 2.5637 0.6162 3.7114
H 1.0864 -1.0587 5.0120
H -0.4632 -2.9932 4.6583
H -1.7330 -3.1357 2.5213
H -3.1488 0.4921 -1.0647
H -4.6473 -0.3808 -1.3959
H -3.1503 -0.8898 -2.1533
H -3.7894 -0.2217 2.2390
H -4.1376 -1.9061 2.5689
H -5.2425 -0.9628 1.5902
H -3.1528 -3.7154 -1.1526
H -4.5941 -3.6281 -0.1600
H -3.0704 -4.1270 0.5481
F 5.6762 -1.2839 3.1538
C 5.3452 -0.0723 2.6707
C 5.0110 0.0618 1.3701
N 4.6797 1.2671 0.8355
C 4.1728 1.3430 -0.5151
C 2.6503 1.0186 -0.5147
O 1.8906 1.8078 -1.1048
O 2.2911 -0.0040 0.0891
C 4.5503 2.3924 1.6316
O 4.1454 3.4520 1.2146
N 4.9319 2.2177 2.9412
C 5.3340 1.0492 3.5927
O 5.6023 1.0481 4.7708
H 4.9932 -0.7848 0.7025
H 4.6841 0.6104 -1.1417
H 4.3232 2.3527 -0.9011
H 4.8517 3.0428 3.5272
C -0.2420 -3.4096 -1.7164
N 0.9977 -3.4062 -2.4491
C 0.8479 -3.8717 -3.8076
C 1.7322 -2.1617 -2.3273
C 1.0502 -1.0059 -3.0406
C 1.3434 -0.7570 -4.3779
C 0.6861 0.2499 -5.0634
C -0.2872 1.0033 -4.4309
C -0.6032 0.7393 -3.1053
C 0.0646 -0.2623 -2.4011
H -0.6588 -4.4164 -1.7228
H -0.9745 -2.7068 -2.1410
H -0.0555 -3.1080 -0.6865
H 0.4756 -4.8971 -3.7961
H 1.8183 -3.8593 -4.3030
H 0.1485 -3.2519 -4.3877
H 2.7313 -2.3212 -2.7455
H 1.8177 -1.9267 -1.2603
H 2.1124 -1.3360 -4.8739
H 0.9261 0.4352 -6.0996
H -0.8049 1.7871 -4.9679
H -1.4063 1.3113 -2.6379
C -5.0339 2.4044 1.2500
C -4.4015 3.7033 0.7753
C -2.9762 3.5349 0.4035
N -2.3417 2.4340 0.2963
N -1.0635 2.5428 -0.0866
C -0.6759 3.7787 -0.3026
N 0.5259 4.1402 -0.7265
S -1.9631 4.9408 0.0050
H -6.0921 2.5592 1.4380
H -4.5601 2.0642 2.1638
H -4.9103 1.6316 0.5002
H -4.4778 4.4745 1.5460
H -4.9402 4.0763 -0.1003
H 1.2184 3.4063 -0.8972
H 0.7775 5.1091 -0.7965

---

# 3
21
Properties=species:S:1:pos:R:3 method="wB97M-V/def2-TZVPD" fmax_ev_per_a=2.8 homo_energy_ev=-2.42 gap_ev=6.251 charge=-1 energy_ha=-669.62679 relative_energy_kcal_mol=17.8
C 3.0642 -0.6063 0.2750
C 1.9934 0.0835 -0.6137
O 2.1087 1.5145 -0.4147
C 0.5333 -0.3168 -0.2173
N -0.3579 -0.2993 -1.3721
P -1.9737 0.0476 -0.9554
C -2.7588 -1.3067 0.0969
C -2.1292 1.5956 0.1050
H 2.9178 -0.2495 1.3092
H 4.0592 -0.2617 -0.0523
H 2.9925 -1.6993 0.2013
H 2.2056 -0.0850 -1.6752
H 2.0863 1.6071 0.5324
H 0.2420 0.3623 0.6162
H 0.6120 -1.3713 0.1643
H -2.8140 -2.2735 -0.4188
H -3.8072 -0.9927 0.2822
H -2.3068 -1.4586 1.1023
H -1.2497 1.8437 0.7239
H -2.9649 1.4198 0.8189
H -2.4531 2.4465 -0.5081

---

# 4
12
Properties=species:S:1:pos:R:3 method="wB97M-V/def2-TZVPD" fmax_ev_per_a=9.3 homo_energy_ev=-8.80 gap_ev=8.744 charge=0 energy_ha=-410.79211 relative_energy_kcal_mol=132.5
H -1.1622 2.3682 -0.1938
N -1.5474 1.3378 0.1846
C -0.4793 0.8254 0.0230
N 0.7102 1.3521 -0.0308
C 1.6488 0.5863 -0.1171
C 1.7113 -0.7584 -0.0608
N 0.5614 -1.3418 0.2377
N -0.4960 -0.7384 -0.0462
O -1.7158 -1.2373 -0.1927
H 2.6338 1.1949 -0.2508
H 2.6486 -1.3720 0.3714
H -2.2756 -0.4809 0.1263

---

# 5
14
Properties=species:S:1:pos:R:3 method="wB97M-V/def2-TZVPD" fmax_ev_per_a=0.5 homo_energy_ev=-8.96 gap_ev=8.505 charge=0 energy_ha=-270.39035 relative_energy_kcal_mol=105.1
O 1.7258 -0.0793 -1.5091
C 1.6982 0.3986 -0.4006
C 0.7761 -0.0872 0.7068
C 0.4131 -1.5242 0.7232
C -1.4819 -0.1472 -0.5354
C -0.6303 0.5901 0.4997
H 2.3487 1.2611 -0.1362
H 1.1474 0.2519 1.6824
H 0.6195 -1.8882 -0.3067
H -1.5952 -1.1996 -0.2428
H -1.0236 -0.1138 -1.5281
H -2.4865 0.2806 -0.5922
H -0.4688 1.6340 0.1989
H -1.1382 0.6043 1.4672

---

# 6
18
Properties=species:S:1:pos:R:3 method="wB97M-V/def2-TZVPD" fmax_ev_per_a=4.1 homo_energy_ev=-9.44 gap_ev=10.442 charge=0 energy_ha=-384.97615 relative_energy_kcal_mol=79.2
C -1.1930 -2.3528 -0.5400
C -1.5968 -0.9013 -0.4394
O -1.3789 -0.1530 -1.6297
C -0.5771 0.1643 -0.5713
C 1.1915 0.2099 -0.5576
C 0.8572 1.5432 0.1118
C 1.2438 1.7237 1.5889
O -0.5617 1.4087 0.0846
H -1.2459 -2.7036 -1.5280
H -2.0091 -2.8913 0.0512
H -0.1572 -2.6393 -0.1742
H -2.6444 -0.5922 0.0139
H 1.4658 0.2201 -1.6776
H 1.5453 -0.6413 0.1277
H 1.1433 2.3249 -0.4678
H 0.8111 0.8804 1.9762
H 0.8171 2.6212 2.0676
H 2.2890 1.7782 1.5638

---

# 7
88
Properties=species:S:1:pos:R:3 method="wB97M-V/def2-TZVPD" fmax_ev_per_a=2.2 homo_energy_ev=-10.63 gap_ev=6.295 charge=+1 energy_ha=-2362.80368
C 2.8592 -2.3013 0.4304
C 3.0377 -3.8665 0.5581
C 3.0956 -4.5945 -0.8298
C 1.7462 -5.2452 -1.2799
C 0.5912 -4.2185 -1.5047
C -0.1694 -3.8085 -0.2163
C -1.6420 -3.3313 -0.3355
N -1.9308 -3.0653 1.0971
C -1.2548 -3.8816 1.8481
C -0.3954 -4.8297 0.9382
I -1.6433 -6.5696 0.6094
H 3.7570 -1.7359 0.7333
H 2.0292 -2.0213 1.1192
H 2.5248 -2.0234 -0.5890
H 4.0295 -4.0309 1.0377
H 2.2957 -4.2879 1.2659
H 3.8338 -5.4235 -0.7479
H 3.4923 -3.8700 -1.5676
H 1.4524 -6.1075 -0.6410
H 1.9505 -5.6941 -2.2789
H -0.1516 -4.7248 -2.1661
H 0.9383 -3.3242 -2.0622
H 0.3215 -2.9301 0.2578
H -2.4059 -4.0504 -0.7086
H -1.7679 -2.4890 -1.0475
H -2.5721 -2.3563 1.4381
H -1.2457 -3.9367 2.9624
H 0.4685 -5.2191 1.4981
F -1.5301 -1.3828 -3.4870
C -1.2754 -0.0638 -3.3347
C -1.6663 0.8196 -4.3239
C -1.4088 2.1754 -4.1636
C -0.7544 2.6285 -3.0228
C -0.3632 1.7285 -2.0400
C -0.6301 0.3735 -2.1928
H -2.1667 0.4465 -5.2087
H -1.7165 2.8775 -4.9273
H -0.5509 3.6836 -2.9017
H 0.1497 2.0813 -1.1542
H -0.3390 -0.3419 -1.4319
F -2.7154 4.9400 -3.2010
C -3.9914 4.6078 -2.9242
C -4.7982 5.5194 -2.2671
C -6.1159 5.1812 -1.9868
C -6.6071 3.9341 -2.3572
C -5.7836 3.0267 -3.0130
C -4.4678 3.3648 -3.3039
H -4.3955 6.4829 -1.9799
H -6.7584 5.8887 -1.4799
H -7.6337 3.6708 -2.1345
H -6.1660 2.0547 -3.2982
H -3.8181 2.6746 -3.8204
F -6.8984 7.2638 0.5554
C -5.7509 7.6990 1.1078
C -4.7893 6.7778 1.4822
C -3.6029 7.2281 2.0471
C -3.3974 8.5897 2.2396
C -4.3751 9.5026 1.8623
C -5.5581 9.0567 1.2875
H -4.9714 5.7211 1.3311
H -2.8394 6.5179 2.3377
H -2.4736 8.9385 2.6840
H -4.2163 10.5622 2.0159
H -6.3273 9.7534 0.9797
F 4.6227 -1.4665 -2.6986
C 5.7696 -1.0288 -2.1390
C 6.7250 -1.9488 -1.7451
C 7.9072 -1.4973 -1.1725
C 8.1156 -0.1350 -0.9912
C 7.1450 0.7773 -1.3869
C 5.9661 0.3298 -1.9695
H 6.5416 -3.0067 -1.8875
H 8.6652 -2.2073 -0.8677
H 9.0361 0.2149 -0.5411
H 7.3059 1.8378 -1.2422
H 5.2027 1.0266 -2.2918
F -0.5220 -4.3555 5.0099
C 0.7623 -4.1329 5.3884
C 1.7474 -4.0510 4.4206
C 3.0609 -3.8181 4.8064
C 3.3732 -3.6807 6.1534
C 2.3727 -3.7702 7.1146
C 1.0567 -3.9925 6.7309
H 1.4861 -4.1688 3.3750
H 3.8395 -3.7448 4.0578
H 4.3979 -3.5035 6.4538
H 2.6176 -3.6670 8.1635
H 0.2634 -4.0567 7.4646

---

# 8
56
Properties=species:S:1:pos:R:3 method="wB97M-V/def2-TZVPD" fmax_ev_per_a=5.2 homo_energy_ev=-9.51 gap_ev=4.625 charge=0 energy_ha=-947.35266
Tl 0.6197 -0.9031 0.1561
B -0.7208 -0.7560 2.9283
H 0.0495 -1.4710 2.6840
H -0.2837 0.2173 3.0894
H -1.4147 -0.6581 2.1078
H -1.2061 -1.0092 3.8581
B 2.9622 -2.7730 0.7286
H 2.2205 -3.1489 0.0410
H 2.4519 -2.5164 1.6440
H 3.7652 -3.4764 0.8858
H 3.3704 -1.8291 0.4018
B 2.3096 0.7413 -1.8579
H 2.7207 -0.1435 -1.3971
H 3.0626 1.3903 -2.2776
H 1.6388 0.4194 -2.6393
H 1.7142 1.2552 -1.1192
C 0.5720 -3.6245 -2.7064
O 0.8102 -2.2438 -2.4368
H 1.4934 -4.0801 -3.0692
H 0.3108 -4.1800 -1.8057
H -0.1946 -3.8837 -3.4367
H 0.8182 -1.8184 -3.2974
C -0.6231 3.9718 1.4724
C 0.1587 2.7009 1.1035
C 1.2184 2.3917 2.1835
O 1.8271 1.1312 1.9550
C 2.8580 0.7933 2.9158
N -0.8704 1.7092 0.9497
H -1.4008 4.1985 0.7431
H 0.0699 4.8131 1.4668
H -1.1589 3.9289 2.4206
H 0.6859 2.8711 0.1648
H 0.8078 2.4609 3.1908
H 1.9488 3.1958 2.0942
H 3.3930 -0.1262 2.6785
H 2.5401 0.7352 3.9568
H 3.6889 1.4986 2.9338
H -1.6997 2.2517 0.7548
H -1.1669 1.3462 1.8444
C -3.4161 -0.4032 0.0467
C -2.8673 -1.1801 -1.1383
C -2.3675 -0.3303 -2.3396
O -1.2696 0.4600 -1.8385
C -0.8596 1.5043 -2.7324
N -1.9543 -2.1675 -0.7022
H -2.6865 0.2455 0.5315
H -3.8692 -1.1478 0.7012
H -4.2258 0.2616 -0.2543
H -3.7147 -1.7697 -1.4881
H -3.1675 0.2755 -2.7652
H -2.0700 -0.9835 -3.1599
H -0.1289 2.1626 -2.2625
H -1.7368 2.0568 -3.0690
H -0.4562 1.0370 -3.6307
H -2.4698 -2.4518 0.1185
H -2.0871 -2.9497 -1.3273

---

# 9
20
Properties=species:S:1:pos:R:3 method="wB97M-V/def2-TZVPD" fmax_ev_per_a=4.3 homo_energy_ev=-8.75 gap_ev=9.625 charge=0 energy_ha=-419.52925 relative_energy_kcal_mol=74.8
N -1.4065 1.4539 2.8061
C -0.1050 1.0019 2.3874
N -0.0543 -0.0645 1.3681
C -0.2686 0.3531 0.0176
C 0.9493 -0.0178 -0.9187
C 0.7198 0.2300 -2.3413
O 0.0897 -0.3549 -3.1869
H -1.7301 2.1481 2.2253
H -2.0116 0.7945 3.0761
H 0.3929 0.5253 3.2639
H 0.4595 1.9730 2.0819
H -0.5071 -0.9371 1.7114
H -1.2071 0.0150 -0.4478
H -0.3877 1.4397 -0.0704
H 1.8021 0.5199 -0.4029
H 1.2645 -1.0892 -0.6901
H 1.1019 1.1889 -2.7250
O 0.6833 -2.8878 -2.5743
H -0.2018 -2.5101 -2.9853
H 0.4168 -3.7818 -2.5952

---

# 10
47
Properties=species:S:1:pos:R:3 method="wB97M-V/def2-TZVPD" fmax_ev_per_a=1.1 homo_energy_ev=-8.45 gap_ev=9.127 charge=0 energy_ha=-1633.08933 relative_energy_kcal_mol=25.8
C -8.8967 -2.2587 -0.3385
C -7.7490 -1.3279 -0.2891
N -6.5323 -1.6734 -0.1393
C -5.6783 -0.6077 -0.1267
C -4.3024 -0.6709 0.0225
C -3.5652 0.5069 0.0195
O -2.2163 0.3483 0.1760
C -1.3984 1.4907 0.1993
C 0.0104 1.0394 0.3819
C 0.6330 -0.1521 0.1492
C 1.9764 0.0962 0.5299
C 3.1143 -0.8619 0.4861
O 2.9984 -1.9897 0.0486
N 4.2495 -0.3441 0.9869
C 5.5058 -1.0701 1.0351
C 6.0245 -1.1195 2.4725
C 6.5008 -0.4329 0.1157
C 7.0544 0.8571 0.1944
N 7.8868 1.0756 -0.8046
N 7.8914 -0.0334 -1.5336
C 8.7057 -0.1309 -2.7099
C 7.0697 -0.9695 -1.0214
N 2.1126 1.3335 0.9445
O 0.9028 1.9249 0.8587
C -4.2022 1.7418 -0.1342
C -5.5751 1.8161 -0.2855
C -6.3108 0.6479 -0.2813
S -8.0262 0.4208 -0.4424
H -9.6000 -2.0314 0.4616
H -8.5381 -3.2783 -0.2285
H -9.4233 -2.1576 -1.2865
H -3.8057 -1.6186 0.1416
H -1.6675 2.1637 1.0269
H -1.4803 2.0521 -0.7459
H 0.2190 -1.0631 -0.2229
H 4.2386 0.6186 1.2896
H 5.2809 -2.0817 0.6804
H 6.2153 -0.1137 2.8396
H 6.9517 -1.6849 2.5119
H 5.2924 -1.5976 3.1186
H 6.8809 1.6215 0.9254
H 9.2309 0.8148 -2.8263
H 8.0887 -0.3147 -3.5914
H 9.4323 -0.9396 -2.6103
H 6.9431 -1.9295 -1.4795
H -3.6364 2.6594 -0.1367
H -6.0599 2.7725 -0.4030

---

# 11
21
Properties=species:S:1:pos:R:3 method="wB97M-V/def2-TZVPD" fmax_ev_per_a=2.2 homo_energy_ev=-8.48 gap_ev=9.295 charge=0 energy_ha=-312.17686 relative_energy_kcal_mol=49.1
C -3.4794 0.8648 -0.3687
C -2.0113 1.1653 -0.3598
C -1.1547 0.1472 -0.2141
C 0.2537 0.1555 -0.6987
C 1.3169 0.2247 0.4855
C 0.9343 1.1891 1.6052
H -4.0641 1.4636 0.3346
H -3.8954 0.9240 -1.3743
H -3.7491 -0.1743 -0.1401
H -1.7739 2.2056 -0.1669
H -1.5309 -0.7280 0.3125
H 0.3678 0.9790 -1.3991
H 0.6036 -0.7534 -1.1890
H 2.1952 0.6454 0.0004
H 1.3414 -0.8218 0.7786
H 0.1809 0.7912 2.2792
H 1.8442 1.5759 2.0549
H 0.4186 2.0604 1.2050
O 4.2317 -3.8483 -0.7317
H 3.5673 -4.5450 -0.7943
H 4.4031 -3.5209 -1.6193

---

# 12
6
Properties=species:S:1:pos:R:3 method="wB97M-V/def2-TZVPD" fmax_ev_per_a=3.0 homo_energy_ev=-8.66 gap_ev=9.104 charge=0 energy_ha=-789.85501 relative_energy_kcal_mol=40.1
C 1.5496 1.9783 1.0208
N 0.8689 1.1553 0.5504
S 0.1898 -0.1974 0.0421
H 1.8094 2.8579 1.4710
I -1.6510 -2.5874 -2.0125
H -2.7669 -3.2066 -1.0717

---

# 13
94
Properties=species:S:1:pos:R:3 method="wB97M-V/def2-TZVPD" fmax_ev_per_a=4.5 homo_energy_ev=-5.18 gap_ev=5.972 charge=-1 energy_ha=-106275.25406
C 2.7145 2.3286 -1.1789
C 1.8553 1.6170 0.0669
B 1.1281 2.8572 0.8687
O 2.0275 3.8884 1.4777
Ga -0.9102 3.1662 1.0850
C -2.1036 1.9369 -0.0789
Br -1.9903 0.0034 0.5603
C -3.7260 2.3093 -0.0011
C -4.5759 1.7831 -1.3130
S -1.2886 5.3692 0.3669
C -0.5818 5.4204 -1.3967
O -2.7766 5.7835 0.4528
O -0.4095 6.2491 1.3355
H 3.1406 3.3893 -0.8386
H 3.6519 1.6941 -1.5027
H 2.0044 2.5775 -2.1052
H 2.6779 1.1678 0.7998
H 1.1260 0.7789 -0.3130
H 1.9590 4.6592 0.8095
H -1.3104 2.9413 2.6226
H -1.8251 1.9561 -1.2359
H -4.2076 1.7759 0.9417
H -3.9270 3.4628 0.1299
H -4.3741 2.4581 -2.2627
H -4.3918 0.6410 -1.5699
H -5.7471 1.8638 -1.1007
H -1.0563 6.2536 -2.0671
H 0.6078 5.4788 -1.3391
H -0.8126 4.3419 -1.8460
C 5.2353 0.8914 -4.1577
Br 4.5367 2.6999 -4.3166
Br 3.8528 -0.3757 -3.6405
Br 6.1646 0.3300 -5.7717
H 5.9753 0.9042 -3.3507
C 2.2254 1.8646 -7.7309
Br 3.3816 0.7592 -8.8378
Br 1.1914 3.1226 -8.7951
Br 1.0893 0.7908 -6.5732
H 2.8769 2.4566 -7.0796
C -2.9690 -3.5687 2.1681
Br -1.5611 -3.6060 0.8264
Br -4.6300 -4.3259 1.4956
Br -2.4089 -4.4127 3.8288
H -3.1664 -2.5159 2.3952
C 7.5480 4.1698 -1.3130
Br 5.8241 4.0507 -0.4197
Br 8.9952 4.4919 -0.0536
Br 7.8932 2.6154 -2.4304
H 7.5040 5.0384 -1.9784
C -4.4137 -2.4784 -1.8872
Br -3.4042 -1.0616 -2.7576
Br -6.3280 -2.1352 -1.9310
Br -3.9755 -4.2297 -2.6117
H -4.1139 -2.4839 -0.8340
C -7.1204 -1.3179 3.2716
Br -5.8118 -0.2796 4.2682
Br -8.9375 -0.7144 3.6158
Br -6.7182 -1.3546 1.3687
H -7.0523 -2.3494 3.6327
C 1.4330 -1.8595 4.1077
Br -0.4057 -1.2938 4.3960
Br 1.7296 -3.6876 4.7030
Br 1.9892 -1.6001 2.2618
H 2.0665 -1.2151 4.7261
C 8.5408 3.3527 4.4153
Br 10.4721 3.4374 4.1993
Br 7.6832 5.0280 3.9230
Br 7.7718 1.8394 3.4653
H 8.3448 3.1943 5.4809
C 10.0381 -1.4272 -5.2851
Br 11.9744 -1.2442 -5.2527
Br 9.2125 -0.6681 -3.6956
Br 9.2695 -0.7002 -6.9175
H 9.8182 -2.4999 -5.2783
C -0.7592 -4.5567 8.2394
Br 1.1721 -4.4719 8.0235
Br -1.6168 -2.8814 7.7471
Br -1.5282 -6.0700 7.2894
H -0.9552 -4.7151 9.3050
C 7.9702 -4.6006 -2.2744
Br 9.2788 -3.5622 -1.2777
Br 6.1531 -3.9970 -1.9301
Br 8.3724 -4.6373 -4.1772
H 8.0383 -5.6321 -1.9132
C -10.0619 -4.7373 4.0326
Br -8.1256 -4.5542 4.0651
Br -10.8875 -3.9782 5.6221
Br -10.8305 -4.0103 2.4003
H -10.2818 -5.8100 4.0394
C -12.9298 -3.5913 -1.1576
Br -12.1485 -2.0855 -0.2056
Br -14.4482 -3.0501 -2.2465
Br -11.6007 -4.5581 -2.1982
H -13.3102 -4.2854 -0.4009